# C6H8N2

One molecule with the formula C6H8N2 in a non-equilibrium geometry (wB97M-V/def2-TZVPD, OMol25).

```
16
Properties=species:S:1:pos:R:3:nbo_charge:R:1
C 1.70155 -1.32068 -0.98614 -0.65
C 0.95194 -0.32265 -0.16561 0.24
C -1.07579 1.12765 0.19208 -0.08
N 1.29299 -0.21466 1.14745 -0.80
C -0.26057 0.21243 -0.60734 -0.39
C -1.97859 2.08587 0.26710 -0.31
C -1.63061 -0.39158 0.41250 0.21
N -2.28474 -1.20389 0.92702 -0.38
H 0.65046 0.27421 1.75347 0.40
H 2.03196 -0.77460 1.52879 0.40
H -0.43832 0.23826 -1.67372 0.26
H 2.77685 -1.13945 -0.91240 0.22
H 1.51348 -2.33900 -0.62861 0.22
H 1.40429 -1.27224 -2.03190 0.23
H -1.70897 3.11409 0.04227 0.20
H -2.94594 1.92625 0.73504 0.22
```

Computed properties:
ΔE to the lowest compared entry with this formula, charge and spin in kJ/mol: 422.54
2S+1: 1
Frontier orbital gap in eV: 7.413
HOMO in hartree: -0.2616
Net charge: 0
Electronic energy in Eh: -342.77299